No. 1
The following is a quantum chemistry calculation of a 3-piece molecular cluster, C14H31B3O7 overall, from OMol25.

Output
E	-1153.112264	hartree
structure (SMILES)	C=CCB1OB(COC(C)=O)OB(CC(C)C)O1.CCO.CCO
orbital gap	6.35	eV
largest force on an atom	8.9	eV/A

Structure (ORCA input):
```
! wB97M-V def2-TZVPD RIJCOSX def2/J DEFGRID3
* xyz 0 1
C -1.68 3.98 -2.34
C -0.72 2.88 -2.73
C 0.04 1.92 -1.59
B 1.51 1.36 -2.11
O 1.75 -0.04 -2.61
B 2.96 -0.55 -1.94
C 3.12 -1.97 -1.12
O 2.12 -3.00 -1.44
C 1.72 -3.78 -0.27
C 2.71 -4.33 0.93
O 0.39 -4.05 -0.11
O 4.18 0.33 -1.97
B 3.69 1.57 -1.26
C 4.18 2.02 0.25
C 3.66 0.98 1.40
C 2.02 0.77 1.44
C 4.05 1.70 2.86
O 2.64 2.34 -2.02
H -1.28 5.09 -2.17
H -2.82 3.78 -2.16
H -0.49 2.71 -3.88
H -0.67 1.10 -1.15
H 0.28 2.66 -0.68
H 4.24 -2.34 -1.30
H 3.06 -1.69 0.04
H 3.28 -5.32 0.67
H 2.02 -4.50 1.89
H 3.51 -3.51 1.21
H 3.93 3.13 0.53
H 5.37 1.96 0.26
H 4.16 -0.09 1.31
H 1.41 1.75 1.23
H 1.78 0.36 2.54
H 1.62 -0.05 0.71
H 3.48 2.75 2.83
H 5.20 1.81 3.01
H 3.50 1.07 3.69
C -6.09 3.15 0.37
C -4.71 3.66 -0.01
O -4.68 3.99 -1.39
H -6.35 2.27 -0.23
H -6.13 2.88 1.43
H -6.85 3.91 0.17
H -3.96 2.88 0.17
H -4.44 4.54 0.58
H -5.34 4.69 -1.54
C -3.36 -5.86 0.57
C -3.95 -4.47 0.65
O -3.27 -3.70 1.63
H -3.43 -6.36 1.54
H -3.88 -6.46 -0.17
H -2.30 -5.81 0.31
H -5.01 -4.51 0.93
H -3.88 -3.95 -0.32
H -2.33 -3.65 1.36
*
```

No. 2
The following is a quantum chemistry calculation of a 4-piece molecular cluster, C14H31BFO4 overall, from OMol25.

Output
E	-977.707543	hartree
orbital gap	7.47	eV
largest force on an atom	0.3	eV/A

Structure (ORCA input):
```
! wB97M-V def2-TZVPD RIJCOSX def2/J DEFGRID3
* xyz -1 1
O 4.28 -0.30 -0.16
C 2.98 -0.41 -0.79
C 1.87 0.33 -0.06
B 0.38 -0.36 -0.17
F -0.61 0.70 -0.51
H 4.28 0.57 0.25
H 2.77 -1.49 -0.86
H 3.08 -0.04 -1.83
H 1.79 1.35 -0.47
H 2.17 0.43 1.00
H 0.35 -1.21 -1.07
H 0.03 -0.88 0.89
C -2.29 -5.45 -1.92
C -2.84 -4.05 -2.16
C -2.06 -3.22 -1.14
O -0.79 -3.88 -1.00
C -0.83 -5.15 -1.63
H -2.43 -6.13 -2.76
H -2.77 -5.90 -1.04
H -2.60 -3.72 -3.17
H -3.92 -3.98 -2.02
H -2.56 -3.22 -0.16
H -1.88 -2.18 -1.43
H -0.24 -5.12 -2.56
H -0.36 -5.88 -0.96
C -0.49 4.34 -2.71
C 0.45 4.31 -3.90
C 1.81 4.37 -3.20
O 1.65 3.71 -1.96
C 0.25 3.47 -1.70
H -1.49 3.94 -2.93
H -0.61 5.36 -2.34
H 0.35 3.37 -4.44
H 0.30 5.13 -4.60
H 2.11 5.42 -3.04
H 2.60 3.88 -3.77
H 0.03 2.41 -1.82
H 0.05 3.73 -0.66
C -1.39 0.56 5.16
C -0.01 0.80 5.78
C 0.88 -0.04 4.87
O 0.26 -0.03 3.59
C -1.05 0.51 3.67
H -2.12 1.33 5.40
H -1.78 -0.40 5.50
H 0.26 1.86 5.69
H 0.06 0.52 6.83
H 0.94 -1.08 5.24
H 1.89 0.34 4.77
H -1.07 1.50 3.22
H -1.72 -0.13 3.09
*
```

No. 3
The following is a quantum chemistry calculation of C14H31BrO2Ta as an isolated structure, from OMol25.

Output
E	-3333.211198	hartree
orbital gap	7.67	eV
largest force on an atom	7.9	eV/A

Structure (ORCA input):
```
! wB97M-V def2-TZVPD RIJCOSX def2/J DEFGRID3
* xyz -1 1
C -0.20 4.31 4.23
C 0.48 4.87 2.85
C -0.33 4.51 1.47
C -1.96 4.42 1.63
C -2.54 2.95 2.06
C -2.47 1.82 0.82
C -2.32 0.36 1.60
C -2.72 -0.93 0.66
C -2.11 -0.90 -0.86
Ta 0.12 -1.50 -1.03
Br 1.01 0.66 0.27
C -0.49 -3.35 -2.32
C 0.63 -3.64 -3.52
O 1.86 -4.07 -2.84
C 3.07 -3.60 -3.53
O 3.17 -3.25 -4.82
C 4.50 -3.53 -2.66
C 4.75 -4.90 -1.77
H -1.25 4.77 4.49
H 0.53 4.63 5.12
H -0.22 3.12 4.26
H 1.54 4.34 2.76
H 0.66 6.04 3.01
H 0.08 3.52 0.96
H -0.12 5.40 0.71
H -2.38 5.20 2.42
H -2.46 4.71 0.59
H -1.85 2.48 2.92
H -3.63 3.00 2.54
H -3.46 1.91 0.19
H -1.58 2.05 0.09
H -3.10 0.40 2.49
H -1.26 0.29 2.11
H -2.35 -1.90 1.25
H -3.89 -1.02 0.60
H -2.32 0.12 -1.42
H -2.72 -1.72 -1.47
H 0.35 -0.54 -2.63
H 1.90 -2.09 -1.13
H -0.07 -2.45 0.58
H -1.56 -3.23 -2.81
H -0.47 -4.33 -1.64
H 0.72 -2.65 -4.14
H 0.18 -4.55 -4.14
H 5.42 -3.28 -3.35
H 4.38 -2.63 -1.90
H 5.46 -5.65 -2.37
H 5.26 -4.64 -0.73
H 3.74 -5.51 -1.62
*
```

No. 4
The following is a quantum chemistry calculation of a 5-piece molecular cluster, C14H31F3INO5P overall, from OMol25.

Output
E	-1920.922031	hartree
orbital gap	7.25	eV
largest force on an atom	7.7	eV/A

Structure (ORCA input):
```
! wB97M-V def2-TZVPD RIJCOSX def2/J DEFGRID3
* xyz 1 1
C -0.62 -2.96 1.44
C -0.16 -1.86 0.88
N 0.40 -0.61 0.22
C 0.84 0.25 1.37
C 1.53 1.65 1.11
C 1.74 2.20 -0.38
I 3.92 2.17 -0.77
C 1.50 -1.14 -0.67
C 1.04 -2.38 -1.63
C 1.69 -2.09 -3.11
F 2.94 -2.73 -3.46
C 1.01 -1.23 -4.09
F 1.06 0.22 -3.98
F 0.29 -1.74 -5.24
P -1.05 0.03 -0.70
C -1.68 1.66 0.00
O -2.37 -1.10 -0.50
H -0.98 -3.85 2.07
H 1.56 -0.40 2.02
H -0.10 0.41 2.05
H 0.93 2.46 1.70
H 2.58 1.64 1.62
H 1.35 3.30 -0.42
H 1.22 1.64 -1.24
H 2.33 -1.56 0.03
H 1.99 -0.36 -1.36
H 1.52 -3.36 -1.24
H -0.09 -2.45 -1.81
H -1.19 2.53 -0.61
H -1.44 1.87 1.10
H -2.82 1.72 -0.25
H -2.18 -1.92 -1.04
C 3.95 5.24 1.94
O 3.65 3.93 2.40
H 3.20 5.54 1.20
H 3.93 5.94 2.78
H 4.93 5.25 1.47
H 4.33 3.70 3.04
C -6.03 -0.52 -1.12
O -5.19 -1.57 -1.55
H -6.85 -0.41 -1.83
H -6.45 -0.77 -0.13
H -5.47 0.41 -1.06
H -4.47 -1.65 -0.90
C 2.78 1.01 4.59
O 2.12 2.16 4.09
H 2.03 0.26 4.85
H 3.45 0.61 3.83
H 3.35 1.28 5.49
H 2.80 2.81 3.86
C -3.94 -3.93 -2.86
O -3.05 -4.64 -2.00
H -3.55 -2.92 -3.01
H -4.02 -4.44 -3.82
H -4.92 -3.87 -2.39
H -3.42 -5.53 -1.88
*
```

No. 5
The following is a quantum chemistry calculation of C14H31GaIO3 as an isolated structure, from OMol25.

Output
E	-3000.228938	hartree
orbital gap	7.70	eV
largest force on an atom	0.5	eV/A

Structure (ORCA input):
```
! wB97M-V def2-TZVPD RIJCOSX def2/J DEFGRID3
* xyz -1 1
C 1.88 -1.69 2.87
O 0.57 -2.01 3.22
C -0.34 -1.87 2.12
Ga -2.20 -2.56 2.56
C -3.52 -1.12 1.93
O -3.33 -0.84 0.49
C -2.56 0.18 0.15
C -1.96 0.00 -1.22
O -2.34 1.15 0.84
C -2.75 -4.27 1.54
C -1.83 -4.82 0.47
C -1.53 -3.81 -0.65
I 0.01 -5.58 1.34
H 2.49 -1.73 3.77
H 2.28 -2.41 2.14
H 1.95 -0.69 2.43
H -0.39 -0.80 1.84
H 0.09 -2.40 1.25
H -2.45 -2.77 4.13
H -4.55 -1.49 2.00
H -3.48 -0.17 2.47
H -2.68 -0.45 -1.90
H -1.67 0.97 -1.60
H -1.10 -0.66 -1.15
H -2.92 -5.05 2.29
H -3.70 -4.07 1.05
H -2.24 -5.73 0.02
H -0.51 -3.44 -0.63
H -2.20 -2.96 -0.55
H -1.69 -4.26 -1.63
C 1.88 1.39 -0.06
C 1.75 1.73 -1.54
C 2.92 2.54 -2.09
C 3.13 3.90 -1.44
C 1.92 4.83 -1.50
C 1.49 5.19 -2.92
H 1.92 2.29 0.56
H 1.03 0.81 0.29
H 2.78 0.81 0.13
H 0.81 2.28 -1.70
H 1.66 0.81 -2.11
H 2.79 2.67 -3.17
H 3.84 1.95 -1.97
H 3.98 4.40 -1.92
H 3.41 3.77 -0.39
H 2.16 5.75 -0.96
H 1.07 4.39 -0.97
H 2.31 5.68 -3.46
H 0.64 5.87 -2.92
H 1.20 4.30 -3.48
*
```